Entry from the Open Molecules 2025 dataset: C5H4S in the gas phase in a non-equilibrium geometry (ωB97M-V/def2-TZVPD).

Calculated values
Max |F|, hartree/bohr: 0.1101
Relative energy (zero: lowest compared OMol25 entry of this formula, charge and spin), kcal/mol: 46.36
HOMO level, Eh: -0.326
HOMO-LUMO gap, eV: 7.3
LUMO energy, eV: -1.562

Last column: Mulliken charge in e.
Cartesian coordinates (Å):
C (0.8735, -0.6039, -0.5809)  0.387
C (0.3267, -1.0064, 0.6720)  -0.430
C (-0.6729, -0.1207, 0.9267)  -0.285
C (-0.8841, 0.8460, -0.1710)  -0.313
C (0.0314, 0.6105, -1.1487)  -0.486
H (0.7339, -1.6053, 1.6092)  0.283
H (-1.3456, 0.0774, 1.8019)  0.308
H (-1.5988, 1.5307, -0.2172)  0.531
H (0.2901, 1.6566, -1.8561)  0.227
S (2.2459, -1.3848, -1.0358)  -0.223


Entry from the Open Molecules 2025 dataset: 2 unconnected molecules or ions with the total composition C4H11NO3 in a non-equilibrium geometry (ωB97M-V/def2-TZVPD).

Calculated values
Max |F|, hartree/bohr: 0.0672
Relative energy (zero: lowest compared OMol25 entry of this formula, charge and spin), kcal/mol: 69.70
HOMO level, Eh: -0.313
HOMO-LUMO gap, eV: 8.9
LUMO energy, eV: 0.345

Last column: Mulliken charge in e.
Cartesian coordinates (Å):
C (-0.5900, 0.6960, -0.3221)  0.248
C (1.9590, -1.2581, -0.6167)  -0.119
C (-1.0874, -0.1947, -1.4452)  -1.358
O (0.4804, 1.5669, -0.6575)  -0.532
O (1.5117, -2.1261, 0.1003)  -0.523
H (0.5280, 1.7241, -1.6067)  0.324
H (-0.0285, -1.7753, 1.1004)  0.445
H (-1.4507, 1.3166, -0.0273)  0.302
H (2.8065, -0.6122, -0.3319)  0.304
H (1.6846, -1.2140, -1.6800)  0.260
H (-1.5483, 0.4148, -2.2233)  0.442
H (-0.2915, -0.7415, -1.9440)  0.284
H (-1.8057, -0.9210, -1.0646)  0.324
N (-0.5427, 1.0461, 2.2530)  -0.653
C (-0.1056, 0.1263, 1.2765)  -0.027
O (-0.6036, -1.1193, 1.5407)  -0.555
H (-1.5131, 0.8920, 2.5036)  0.239
H (-0.3920, 1.9991, 1.9385)  0.283
H (0.9890, 0.1803, 1.2063)  0.311


Entry from the Open Molecules 2025 dataset: C9H6Cl2N2O in the gas phase in a non-equilibrium geometry (ωB97M-V/def2-TZVPD).

Calculated values
Max |F|, hartree/bohr: 0.0793
Relative energy (zero: lowest compared OMol25 entry of this formula, charge and spin), kcal/mol: 6.60
HOMO level (alpha / beta), Eh: -0.324 / -0.323
HOMO-LUMO gap (alpha / beta), eV: 7.5 / 7.1
LUMO energy (alpha / beta), eV: -1.265 / -1.643

Last column: Mulliken charge in e.
Cartesian coordinates (Å):
C (2.5320, -1.1793, 0.4685)  -0.305
C (1.5329, -0.8127, 1.4358)  -0.599
C (2.4595, -0.6255, -0.7799)  -0.225
C (0.5859, 0.1890, 1.1042)  -0.402
C (1.4193, 0.2578, -1.1314)  -0.405
C (0.4689, 0.6232, -0.2009)  0.867
C (-2.9300, 0.0320, 0.6363)  0.585
C (-0.3991, 1.7353, -0.5715)  -0.648
C (-2.7991, -0.6381, -0.6230)  0.356
N (-2.2864, 1.2468, 0.7385)  -0.537
N (-1.5153, 1.8272, -0.0843)  0.055
O (-3.4430, -0.4428, 1.6568)  -0.603
Cl (-2.4733, 0.0960, -2.0854)  -0.104
Cl (-3.2989, -2.3030, -0.7294)  -0.114
H (3.4614, -1.8061, 0.5751)  0.284
H (1.6198, -1.0116, 2.5018)  0.348
H (3.4122, -0.8166, -1.5151)  0.188
H (-0.0221, 0.4776, 1.8957)  0.566
H (1.4983, 0.6795, -2.2030)  0.274
H (0.1770, 2.4713, -1.0889)  0.420


Entry from the Open Molecules 2025 dataset: a molecular structure, C10H28AsFeN3SbSe4 (ωB97M-V/def2-TZVPD).

Calculated values
Max |F|, hartree/bohr: 0.0181
Relative energy (zero: lowest compared OMol25 entry of this formula, charge and spin), kcal/mol: 7.82
HOMO level (alpha / beta), Eh: -0.384 / -0.382
HOMO-LUMO gap (alpha / beta), eV: 6.8 / 5.6
LUMO energy (alpha / beta), eV: -3.684 / -4.753
Multiplicity: 5
<S²>: 6.044
Charge: +1

Last column: Mulliken charge in e.
Cartesian coordinates (Å):
Fe (0.0769, 0.6347, -0.7411)  0.164
N (1.6809, -0.0286, -2.0549)  -0.493
C (2.8823, 0.7654, -1.7612)  -0.476
C (3.0596, 0.7468, -0.2585)  -0.711
N (1.8225, 1.1943, 0.4198)  0.216
C (1.7784, 2.6378, 0.7440)  -0.717
C (1.1371, 3.4159, -0.3868)  -0.521
N (-0.1553, 2.7722, -0.6689)  -0.505
H (1.3601, 0.1302, -3.0070)  0.286
H (1.8908, -1.0206, -1.9912)  0.225
H (3.7863, 0.3908, -2.2463)  0.441
H (2.7144, 1.7745, -2.1335)  0.239
H (3.2494, -0.2786, 0.0597)  0.308
H (3.9230, 1.3465, 0.0398)  0.357
H (1.7772, 0.6934, 1.3001)  0.039
H (1.1665, 2.7496, 1.6397)  0.332
H (2.7717, 3.0308, 0.9743)  0.356
H (1.0456, 4.4677, -0.1092)  0.444
H (1.7401, 3.3747, -1.2919)  0.258
H (-0.8508, 3.0611, 0.0134)  0.230
H (-0.5243, 3.0538, -1.5743)  0.323
C (-2.3628, -2.9549, -0.7220)  -1.124
C (-2.5415, -1.9406, 0.3988)  -0.598
As (-0.9018, -1.0254, 0.9081)  0.604
C (-1.5003, -0.1976, 2.5837)  -0.917
C (-0.7658, 1.0825, 2.9534)  -0.804
C (0.1869, -2.5197, 1.5596)  -0.749
C (1.6839, -2.2433, 1.5508)  -0.894
H (-3.3160, -3.4303, -0.9468)  0.373
H (-1.6565, -3.7421, -0.4531)  0.323
H (-2.0073, -2.4820, -1.6382)  0.143
H (-2.9120, -2.4238, 1.3065)  0.434
H (-3.2592, -1.1674, 0.1172)  0.339
H (-1.3981, -0.9440, 3.3722)  0.491
H (-2.5665, -0.0033, 2.4556)  0.515
H (0.2955, 0.8988, 3.1439)  0.207
H (-1.1805, 1.5268, 3.8582)  0.472
H (-0.8458, 1.8233, 2.1551)  -0.008
H (-0.0411, -3.3744, 0.9233)  0.391
H (-0.1592, -2.7567, 2.5662)  0.480
H (2.0275, -1.9999, 0.5437)  0.003
H (2.2473, -3.1120, 1.8909)  0.481
H (1.9468, -1.4129, 2.2130)  0.244
Se (-5.3304, -1.3305, -2.0664)  -0.458
Sb (-3.5965, -0.5770, -3.4488)  0.851
Se (-2.3522, -2.2902, -4.7862)  -0.212
Se (-4.4270, 1.2071, -4.9781)  -0.168
Se (-1.5997, 0.4770, -2.4264)  -0.211